No. 1
The following is a quantum chemistry calculation of C4H5NO in the gas phase, from the Open Molecules 2025 dataset.

Output
**SMILES string**: CC#CC(N)=O
**Spin multiplicity**: 1
**Charge**: 0
**Largest force on an atom**: 0.563 eV Å⁻¹
**HOMO energy**: -0.365 Ha

Geometry (Å):
1 C -2.437 0.091 0.075
2 C -0.980 0.027 0.157
3 C 0.217 -0.090 0.230
4 C 1.638 -0.427 0.333
5 N 2.463 0.351 -0.421
6 O 2.036 -1.340 1.032
7 H -2.779 -0.386 -0.849
8 H -2.803 1.122 0.083
9 H -2.884 -0.443 0.920
10 H 3.429 0.068 -0.489
11 H 2.100 1.027 -1.072

---

No. 2
The following is a quantum chemistry calculation of a molecular structure, C12H14Br2, from the Open Molecules 2025 dataset.

Output
**Spin multiplicity**: 1
**Charge**: 0
**Largest force on an atom**: 4.803 eV Å⁻¹
**HOMO energy**: -0.306 Ha

Geometry (Å):
1 C -0.295 3.310 0.442
2 C 0.673 2.441 0.104
3 C -1.846 -1.750 -0.722
4 C 0.033 -1.680 0.712
5 C -1.745 -0.025 0.823
6 C -1.471 -1.480 0.719
7 C -0.879 -0.743 -1.283
8 C 0.430 -1.191 -0.638
9 C -1.074 0.584 -0.398
10 C 1.181 0.181 -0.401
11 C 0.337 1.117 -0.152
12 C 4.050 -0.047 -0.599
13 Br 4.566 -1.574 0.375
14 Br 4.911 1.480 0.126
15 H -0.202 4.344 0.486
16 H -1.274 2.957 0.495
17 H 1.690 2.663 -0.042
18 H -1.543 -2.719 -1.113
19 H -2.948 -1.480 -0.907
20 H 0.521 -1.198 1.511
21 H 0.283 -2.733 0.814
22 H -2.837 0.275 0.861
23 H -1.273 0.238 1.714
24 H -2.039 -2.004 1.557
25 H -0.614 -0.546 -2.328
26 H 0.892 -2.000 -1.173
27 H -1.784 1.442 -0.738
28 H 2.254 0.137 -0.246

---

No. 3
The following is a quantum chemistry calculation of a molecular structure, C48H52FeN5OP2S, from the Open Molecules 2025 dataset.

Output
**Spin multiplicity**: 6
**Charge**: +2
**⟨S²⟩**: 8.800
**Largest force on an atom**: 2.398 eV Å⁻¹
**HOMO energy (spin up / spin down)**: -0.447 / -0.447 Ha

Geometry (Å):
1 Fe 1.329 0.715 -0.149
2 C 2.839 -0.054 -2.746
3 C 4.167 -0.184 -2.013
4 C 4.126 -0.781 -0.621
5 C 5.287 -1.362 -0.126
6 C 5.280 -1.980 1.110
7 C 4.090 -2.026 1.820
8 C 2.980 -1.424 1.272
9 N 2.982 -0.786 0.085
10 N 1.972 1.072 -2.316
11 C 2.663 2.373 -2.478
12 C 3.434 2.819 -1.261
13 C 4.290 3.908 -1.352
14 C 5.019 4.282 -0.241
15 C 4.897 3.526 0.920
16 C 4.017 2.468 0.928
17 N 3.261 2.127 -0.133
18 C 0.780 1.094 -3.188
19 C -0.259 2.046 -2.651
20 C -1.193 2.632 -3.488
21 C -2.098 3.537 -2.958
22 C -2.020 3.845 -1.608
23 C -1.070 3.202 -0.841
24 N -0.215 2.297 -1.337
25 H 3.040 0.047 -3.818
26 H 2.263 -0.970 -2.604
27 H 4.791 -0.840 -2.621
28 H 4.698 0.771 -1.982
29 H 6.188 -1.336 -0.727
30 H 6.179 -2.441 1.501
31 H 4.019 -2.529 2.775
32 H 2.026 -1.458 1.783
33 H 3.337 2.327 -3.339
34 H 1.925 3.141 -2.707
35 H 4.384 4.442 -2.291
36 H 5.685 5.135 -0.280
37 H 5.478 3.753 1.804
38 H 3.912 1.849 1.809
39 H 1.052 1.368 -4.213
40 H 0.355 0.097 -3.231
41 H -1.197 2.386 -4.544
42 H -2.837 4.010 -3.592
43 H -2.684 4.570 -1.154
44 H -1.000 3.415 0.221
45 C -7.265 -0.124 0.155
46 S -6.561 0.769 -1.247
47 C -4.913 1.089 -0.589
48 C -4.006 -0.137 -0.519
49 C -2.544 0.310 -0.450
50 N -1.558 -0.679 0.069
51 P -0.296 -1.299 -0.996
52 C 0.149 -2.875 -0.174
53 C 1.340 -3.490 -0.561
54 C 1.678 -4.746 -0.077
55 C 0.826 -5.398 0.807
56 C -0.366 -4.796 1.186
57 C -0.710 -3.543 0.693
58 C -1.212 -2.073 -2.386
59 C -2.426 -2.718 -2.156
60 C -3.064 -3.400 -3.179
61 C -2.486 -3.470 -4.442
62 C -1.257 -2.872 -4.671
63 C -0.623 -2.178 -3.647
64 P -0.602 -0.342 1.476
65 C -1.443 -1.167 2.849
66 C -0.681 -1.925 3.735
67 C -1.294 -2.636 4.760
68 C -2.674 -2.597 4.895
69 C -3.442 -1.841 4.013
70 C -2.830 -1.129 2.993
71 C -0.721 1.429 1.952
72 C -1.663 2.014 2.742
73 C -1.488 3.311 3.272
74 C -0.287 4.035 3.034
75 C 0.712 3.511 2.290
76 C 0.599 2.147 1.701
77 H -8.286 -0.380 -0.122
78 H -7.290 0.507 1.043
79 H -6.721 -1.046 0.360
80 H -5.015 1.559 0.394
81 H -4.487 1.836 -1.266
82 H -4.181 -0.745 -1.401
83 H -4.249 -0.748 0.355
84 H -2.493 1.193 0.189
85 H -2.245 0.638 -1.452
86 H 2.008 -2.995 -1.260
87 H 2.601 -5.216 -0.393
88 H 1.086 -6.379 1.187
89 H -1.042 -5.307 1.862
90 H -1.652 -3.093 0.986
91 H -2.858 -2.715 -1.165
92 H -4.010 -3.891 -2.987
93 H -2.985 -4.009 -5.237
94 H -0.787 -2.946 -5.644
95 H 0.356 -1.753 -3.842
96 H 0.398 -1.975 3.620
97 H -0.697 -3.229 5.442
98 H -3.158 -3.160 5.684
99 H -4.519 -1.809 4.122
100 H -3.438 -0.553 2.303
101 H -2.565 1.467 2.993
102 H -2.258 3.746 3.897
103 H -0.172 5.023 3.466
104 H 1.629 4.061 2.105
105 H 0.803 2.262 0.605
106 C 1.832 1.075 3.512
107 O 1.690 1.259 2.097
108 H 0.901 0.721 3.959
109 H 2.130 2.009 3.985
110 H 2.610 0.328 3.651

---

No. 4
The following is a quantum chemistry calculation of a molecular structure, C22H29ClCrNO8Se, from the Open Molecules 2025 dataset.

Output
**Spin multiplicity**: 2
**Charge**: 0
**⟨S²⟩**: 0.771
**Largest force on an atom**: 1.052 eV Å⁻¹
**HOMO energy (spin up / spin down)**: -0.286 / -0.288 Ha

Geometry (Å):
1 Cr 0.531 0.154 0.613
2 O 3.033 0.044 2.894
3 Cl 2.199 -1.007 2.425
4 O 2.445 -2.220 3.104
5 O 2.336 -1.149 0.962
6 O 0.763 -0.603 2.568
7 C 3.555 0.226 -5.433
8 O 2.709 -0.910 -5.401
9 C 1.942 -1.093 -4.305
10 C 1.162 -2.272 -4.315
11 C 0.395 -2.560 -3.229
12 C 0.342 -1.715 -2.091
13 C -0.348 -2.148 -0.913
14 C -1.173 -3.406 -0.904
15 O -0.283 -1.540 0.177
16 C 1.077 -0.498 -2.122
17 O 1.018 0.412 -1.196
18 C 1.892 -0.221 -3.243
19 H 4.110 0.160 -6.364
20 H 4.248 0.217 -4.589
21 H 2.972 1.150 -5.420
22 H 1.204 -2.920 -5.178
23 H -0.189 -3.470 -3.232
24 H -0.526 -4.282 -0.972
25 H -1.868 -3.428 -1.743
26 H -1.726 -3.445 0.031
27 H 2.453 0.700 -3.220
28 C 3.409 4.709 0.055
29 N 3.090 3.379 0.556
30 C 4.191 2.442 0.756
31 C 1.833 2.954 0.698
32 C 0.703 3.907 0.460
33 O 1.626 1.775 1.035
34 H 4.470 4.736 -0.174
35 H 3.200 5.481 0.797
36 H 2.859 4.934 -0.858
37 H 5.040 2.986 1.167
38 H 4.480 1.980 -0.190
39 H 3.886 1.662 1.448
40 H 0.972 4.940 0.664
41 H -0.137 3.603 1.080
42 H 0.381 3.823 -0.580
43 C -5.243 -2.705 3.568
44 C -4.348 -1.756 2.819
45 C -3.574 -0.821 3.487
46 C -2.755 0.081 2.813
47 C -1.967 1.082 3.611
48 C -2.710 0.032 1.418
49 Se -1.568 1.236 0.447
50 C -3.493 -0.896 0.716
51 C -3.512 -0.958 -0.787
52 C -4.296 -1.775 1.431
53 H -4.988 -2.735 4.626
54 H -5.166 -3.717 3.169
55 H -6.288 -2.400 3.485
56 H -3.603 -0.787 4.570
57 H -2.286 1.064 4.652
58 H -2.113 2.091 3.220
59 H -0.897 0.874 3.580
60 H -2.526 -0.780 -1.214
61 H -4.173 -0.190 -1.195
62 H -3.878 -1.928 -1.125
63 H -4.894 -2.499 0.887

---

No. 5
The following is a quantum chemistry calculation of a molecular structure, C10H12AlBF13O6, from the Open Molecules 2025 dataset.

Output
**Spin multiplicity**: 1
**Charge**: -1
**Largest force on an atom**: 1.055 eV Å⁻¹
**HOMO energy**: -0.296 Ha

Geometry (Å):
1 C 2.018 2.509 1.440
2 C 2.836 1.250 1.177
3 O 2.358 0.577 0.041
4 C 2.010 -0.771 0.284
5 C 1.196 -1.219 -0.922
6 O 1.929 -0.967 -2.081
7 O 0.069 -0.416 -0.943
8 C -0.436 -0.006 -2.190
9 O -0.826 -0.787 -3.005
10 B -0.492 1.587 -2.453
11 O 0.629 2.269 -2.863
12 O -1.662 2.224 -2.326
13 C -2.677 1.605 -1.520
14 C 0.762 -2.760 -0.908
15 F 1.254 -3.350 -2.031
16 F -0.581 -2.880 -0.943
17 C 1.294 -3.670 0.221
18 F 0.922 -4.930 -0.102
19 F 2.647 -3.626 0.215
20 C 0.820 -3.441 1.699
21 F 1.710 -2.673 2.363
22 F 0.804 -4.655 2.304
23 C -0.598 -2.855 1.918
24 F -0.772 -2.713 3.250
25 F -1.516 -3.721 1.444
26 F -0.742 -1.664 1.336
27 H 1.564 2.836 0.516
28 H 1.245 2.347 2.177
29 H 2.659 3.303 1.802
30 H 3.872 1.540 1.039
31 H 2.810 0.627 2.068
32 H 1.431 -0.806 1.197
33 H 2.926 -1.344 0.387
34 H 2.827 -1.275 -1.969
35 H 0.816 2.094 -3.783
36 H -3.441 2.317 -1.270
37 H -3.170 0.802 -2.053
38 H -2.289 1.236 -0.582
39 F -5.910 4.361 2.331
40 Al -4.843 4.287 1.016
41 F -5.207 5.519 -0.088
42 F -5.001 2.777 0.242
43 F -3.248 4.463 1.565